--- i ---
DFT (the ωB97M-V functional and the def2-TZVPD basis) results for a cluster of 2 separate species, C4H9NO3 in total.

As for the HOMO-LUMO gap: 10.1 eV. The molecular weight is 119.1 g/mol. As for the structure (SMILES): C/C=N/O.CC(=O)O. The spin multiplicity is 1. For the HOMO energy, the calculation gives -9.75 eV.

```
17
C4H9NO3, DFT the ωB97M-V functional and the def2-TZVPD basis
H -1.835 2.367 0.098
C -1.348 0.389 0.746
C 1.897 -0.041 -1.127
H -1.473 -2.239 0.514
N -0.146 -1.202 -0.428
O -0.211 0.342 1.761
H 1.471 0.912 -1.426
H 0.025 -0.542 2.082
C -1.214 1.532 -0.222
H -1.590 1.185 -1.184
O -2.425 0.046 1.181
O -0.499 -2.255 0.445
H 1.588 -1.132 0.732
C 1.060 -0.781 -0.155
H 2.021 -0.659 -2.018
H 2.883 0.148 -0.706
H -0.206 1.930 -0.292
```

Atomic partial charges in e from the Löwdin method, atoms 1 to 4:
1 H 0.09
2 C -0.48
3 C -0.05
4 H 0.10

=====

--- ii ---
DFT (the ωB97M-V functional and the def2-TZVPD basis) results for a cluster of 3 separate species, C4H9NO3 in total.

As for the HOMO-LUMO gap: 3.3 eV. The molecular weight is 119.1 g/mol. The spin multiplicity is 1. For the HOMO energy, the calculation gives -8.73 eV.

```
17
C4H9NO3, DFT the ωB97M-V functional and the def2-TZVPD basis
H 1.284 -1.134 1.575
H -0.786 1.298 -0.140
H 1.346 -0.965 -1.280
C 0.236 -1.161 1.545
C 0.299 -0.780 -0.776
C -0.626 -0.189 -1.954
H 0.401 1.712 -1.340
N -0.293 -1.507 0.237
H -0.119 -0.116 1.859
C -0.080 0.812 -0.929
H 2.577 0.013 4.609
H -1.671 -0.292 -1.841
H -0.062 -1.808 2.323
O -1.593 2.548 0.020
O 2.058 -0.184 3.796
H -2.044 3.374 0.263
O -0.196 -0.319 -3.191
```

Atomic partial charges in e from the Löwdin method, atoms 1 to 4:
1 H 0.07
2 H 0.04
3 H 0.22
4 C -0.08

=====

It turns out i is the most stable, with the second structure 0.4779 hartree higher.

=====

--- i ---
DFT (the ωB97M-V functional and the def2-TZVPD basis) results for the molecule C4H9NO3.

As for the HOMO-LUMO gap (spin up / spin down): 8.7 / 8.4 eV. The molecular weight is 119.1 g/mol. The spin multiplicity is 1. For the HOMO energy (spin up / spin down), the calculation gives -8.17 / -7.90 eV.

```
17
C4H9NO3, DFT the ωB97M-V functional and the def2-TZVPD basis
H 3.177 -0.047 0.282
C 2.085 -0.208 0.600
H -1.989 1.009 1.214
H -0.346 1.889 -1.337
H -1.324 -2.448 -1.050
C -1.249 0.278 -0.449
H 0.239 1.772 0.332
C -0.789 -0.994 0.220
H 1.936 -0.914 1.471
C -0.038 1.176 -0.664
O 0.972 0.462 -1.291
N 1.349 -0.668 -0.527
O -2.244 0.897 0.306
H -1.822 0.051 -1.333
H 1.886 0.774 0.994
O -1.235 -2.251 -0.070
H -0.606 -0.777 1.302
```

Atomic partial charges in e from the Löwdin method, atoms 1 to 4:
1 H 0.10
2 C -0.19
3 H 0.09
4 H 0.10

=====

--- ii ---
DFT (the ωB97M-V functional and the def2-TZVPD basis) results for a cluster of 2 separate species, C4H9NO3 in total.

As for the HOMO-LUMO gap: 10.0 eV. The molecular weight is 119.1 g/mol. As for the structure (SMILES): CC(=O)O.NCC=O. The spin multiplicity is 1. For the HOMO energy, the calculation gives -9.50 eV.

```
17
C4H9NO3, DFT the ωB97M-V functional and the def2-TZVPD basis
H -0.123 -3.447 1.939
H 1.227 0.424 -1.936
H 0.869 3.086 0.897
C -0.621 -1.752 0.738
H -0.315 0.955 -2.169
O -0.754 -1.634 -0.548
H -0.533 1.178 0.330
H -1.322 -3.820 0.589
C 0.423 1.229 -0.223
H 1.046 0.659 0.512
C -1.035 -3.100 1.339
C 0.843 2.663 -0.162
H -0.236 -0.699 -1.072
H -1.874 -2.881 1.989
N 0.305 0.501 -1.507
O -0.213 -0.888 1.561
O 1.151 3.372 -1.097
```

Atomic partial charges in e from the Löwdin method, atoms 1 to 4:
1 H 0.11
2 H 0.13
3 H 0.14
4 C -0.61

=====

--- iii ---
DFT (the ωB97M-V functional and the def2-TZVPD basis) results for the molecule C4H9NO3.

As for the HOMO-LUMO gap: 7.6 eV. The molecular weight is 119.1 g/mol. As for the structure (SMILES): CCNC(O)=C(O)O. The spin multiplicity is 1. For the HOMO energy, the calculation gives -7.08 eV.

```
17
C4H9NO3, DFT the ωB97M-V functional and the def2-TZVPD basis
H -1.295 -0.932 1.105
O 0.991 -1.898 -0.184
H -2.601 0.219 1.381
H -0.671 -0.724 -1.545
H -0.569 1.440 0.751
C -1.140 0.901 -0.007
O 1.315 1.653 -0.914
C -1.946 -0.210 0.618
N -0.442 0.267 -1.511
O 2.327 -0.236 0.834
H 2.059 1.680 -0.298
C 0.743 0.413 -0.831
H -1.749 1.650 -0.508
H 0.953 -2.239 0.722
H 3.173 -0.670 0.655
H -2.571 -0.722 -0.112
C 1.421 -0.592 -0.154
```

Atomic partial charges in e from the Löwdin method, atoms 1 to 4:
1 H 0.07
2 O 0.03
3 H 0.08
4 H 0.09

=====

It turns out ii is the most stable, with the second structure 0.0984 hartree higher.

=====

--- i ---
DFT (the ωB97M-V functional and the def2-TZVPD basis) results for the molecule C4H9NO3.

As for the HOMO-LUMO gap: 9.8 eV. The molecular weight is 119.1 g/mol. As for the structure (SMILES): C=C(C)ONC(O)O. The spin multiplicity is 1. For the HOMO energy, the calculation gives -9.26 eV.

```
17
C4H9NO3, DFT the ωB97M-V functional and the def2-TZVPD basis
H -0.398 3.037 -0.812
H -1.612 -1.753 2.357
H 1.512 -1.923 1.692
O 0.607 -2.205 1.577
H 0.965 0.182 -2.285
C -0.786 2.123 -0.390
C -0.183 0.953 -0.608
N -0.632 -1.404 -0.206
H 0.278 -0.048 0.984
H 0.147 -1.751 -0.765
H 1.482 1.765 -1.758
H 1.892 0.377 -0.806
O -1.285 -0.940 1.948
C -0.208 -1.165 1.144
C 1.087 0.811 -1.405
O -1.120 -0.232 -0.764
H -1.746 2.172 0.097
```

Atomic partial charges in e from the Löwdin method, atoms 1 to 4:
1 H 0.07
2 H 0.11
3 H 0.10
4 O 0.05

=====

--- ii ---
DFT (the ωB97M-V functional and the def2-TZVPD basis) results for a cluster of 2 separate species, C4H9NO3 in total.

As for the HOMO-LUMO gap: 10.3 eV. The molecular weight is 119.1 g/mol. As for the structure (SMILES): CC(=O)NCC=O.O. The spin multiplicity is 1. For the HOMO energy, the calculation gives -9.91 eV.

```
17
C4H9NO3, DFT the ωB97M-V functional and the def2-TZVPD basis
N -0.671 1.270 -0.889
H -0.920 2.184 -1.252
H 0.785 -0.827 -1.330
H -2.394 -1.202 0.271
H 2.076 -2.160 0.346
O -2.914 1.271 -0.741
C 0.714 1.247 -0.327
H -1.795 -0.248 1.650
H 1.891 -1.933 1.891
H -0.749 -0.823 0.606
O 2.591 0.040 -0.889
O 1.734 -2.547 1.151
H 0.612 1.178 0.769
C 1.379 -0.002 -0.933
C -1.760 -0.367 0.564
C -1.867 0.763 -0.402
H 1.287 2.156 -0.485
```

Atomic partial charges in e from the Löwdin method, atoms 1 to 4:
1 N 0.04
2 H 0.13
3 H 0.13
4 H 0.09

=====

--- iii ---
DFT (the ωB97M-V functional and the def2-TZVPD basis) results for the molecule C4H9NO3.

As for the HOMO-LUMO gap (spin up / spin down): 7.5 / 7.8 eV. The molecular weight is 119.1 g/mol. The spin multiplicity is 1. For the HOMO energy (spin up / spin down), the calculation gives -7.89 / -8.04 eV.

```
17
C4H9NO3, DFT the ωB97M-V functional and the def2-TZVPD basis
H 1.833 1.576 1.982
H 0.406 2.294 1.203
N -1.152 -0.839 0.398
H 0.219 0.897 2.274
H 0.818 -2.247 -2.208
C -0.167 -0.818 -1.398
C 1.056 0.436 0.337
H -2.441 0.334 -0.352
O 0.737 -1.785 -1.360
H 1.490 -0.523 0.631
C 0.862 1.363 1.529
H -0.549 -0.534 -2.380
C -0.367 0.209 -0.334
H -0.817 -1.756 0.673
O -1.132 1.225 -0.621
H 1.706 0.892 -0.414
O -2.501 -0.722 0.041
```

Atomic partial charges in e from the Löwdin method, atoms 1 to 4:
1 H 0.07
2 H 0.07
3 N 0.05
4 H 0.07

=====

It turns out ii is the most stable, with the second structure 0.0993 hartree higher.